<one>
The following is a DFT calculation (ωB97M-V/def2-TZVPD) of a single C19H23N3O3 molecule.

## Properties
* orbital gap: 8.8 eV
* SMILES: CC(C)[C@H](NC(N)=O)C(=O)Nc1ccc(OCc2ccccc2)cc1

Geometry as XYZ:
```
48
Properties=species:S:1:pos:R:3:lowdin_charge:R:1
C 2.43 2.87 1.90 -0.060
H 3.38 2.78 2.44 0.080
H 1.83 3.63 2.40 0.076
H 1.90 1.93 1.97 0.082
C 2.69 3.26 0.45 -0.360
C 3.58 2.22 -0.23 -0.073
H 3.74 2.46 -1.28 0.080
H 4.56 2.21 0.25 0.080
H 3.16 1.22 -0.15 0.075
H 3.21 4.22 0.43 0.143
C 1.36 3.48 -0.32 -0.216
N 0.65 4.61 0.23 0.097
C 0.51 5.75 -0.51 -0.618
O 1.16 5.98 -1.51 0.047
N -0.41 6.63 -0.01 0.154
H -0.76 6.53 0.93 0.094
H -0.40 7.56 -0.40 0.102
H -0.08 4.35 0.88 0.131
H 1.60 3.72 -1.36 0.149
C 0.43 2.26 -0.23 -0.413
O -0.47 2.22 0.58 0.073
N 0.73 1.29 -1.13 0.142
C 0.13 0.04 -1.30 -0.219
C -0.93 -0.42 -0.52 0.006
C -1.47 -1.67 -0.74 0.005
C -0.98 -2.49 -1.74 -0.273
C 0.08 -2.03 -2.53 0.000
C 0.62 -0.79 -2.31 -0.021
H 1.44 -0.45 -2.93 0.112
H 0.46 -2.67 -3.31 0.119
O -1.45 -3.73 -2.05 -0.050
C -2.56 -4.23 -1.34 -0.151
C -2.27 -4.54 0.11 -0.225
C -3.30 -4.53 1.04 -0.049
C -3.05 -4.82 2.37 -0.084
C -1.77 -5.13 2.78 -0.092
C -0.74 -5.15 1.86 -0.075
C -0.99 -4.86 0.53 -0.029
H -0.19 -4.87 -0.19 0.120
H 0.27 -5.39 2.17 0.103
H -1.57 -5.36 3.82 0.100
H -3.86 -4.81 3.09 0.102
H -4.31 -4.28 0.73 0.114
H -2.81 -5.16 -1.86 0.140
H -3.41 -3.55 -1.42 0.133
H -2.28 -1.99 -0.10 0.111
H -1.32 0.21 0.27 0.102
H 1.48 1.49 -1.78 0.136
```

=====

<two>
The following is a DFT calculation (ωB97M-V/def2-TZVPD) of a single C19H23N3O3 molecule.

## Properties
* orbital gap: 8.9 eV
* SMILES: CCCCN(Cc1ccc(C(=O)NO)cc1)C(=O)Nc1ccccc1

Geometry as XYZ:
```
48
Properties=species:S:1:pos:R:3:lowdin_charge:R:1
C -1.79 -2.31 -1.44 -0.099
C -0.65 -1.32 -1.61 -0.241
C 0.69 -1.86 -1.10 -0.182
H 1.48 -1.20 -1.46 0.101
H 0.87 -2.85 -1.52 0.115
C 0.79 -1.97 0.43 -0.154
N 0.81 -0.71 1.14 -0.038
C 1.82 0.23 1.05 -0.488
O 1.72 1.31 1.58 0.055
N 2.92 -0.17 0.33 0.143
C 4.05 0.57 0.01 -0.221
C 5.11 -0.11 -0.60 -0.037
C 6.26 0.57 -0.96 -0.095
C 6.37 1.93 -0.72 -0.104
C 5.33 2.60 -0.12 -0.081
C 4.17 1.94 0.24 -0.015
H 3.36 2.46 0.72 0.098
H 5.41 3.66 0.07 0.104
H 7.27 2.45 -1.00 0.098
H 7.07 0.03 -1.43 0.101
H 5.03 -1.17 -0.79 0.107
H 2.98 -1.15 0.08 0.115
C -0.24 -0.44 2.11 -0.100
C -1.53 0.01 1.47 -0.200
C -2.69 -0.74 1.59 -0.042
C -3.87 -0.32 0.99 -0.026
C -3.88 0.86 0.25 -0.138
C -2.71 1.60 0.12 0.004
C -1.55 1.19 0.73 -0.019
H -0.65 1.77 0.65 0.118
H -2.74 2.51 -0.47 0.123
C -5.10 1.35 -0.45 -0.443
O -5.09 2.04 -1.45 0.065
N -6.28 0.94 0.08 0.023
H -6.43 0.65 1.03 0.148
O -7.43 1.48 -0.50 -0.007
H -7.07 1.99 -1.26 0.097
H -4.75 -0.93 1.07 0.112
H -2.69 -1.65 2.17 0.115
H 0.13 0.36 2.75 0.132
H -0.40 -1.34 2.71 0.129
H -0.09 -2.52 0.79 0.117
H 1.67 -2.57 0.70 0.122
H -0.54 -1.09 -2.67 0.110
H -0.88 -0.39 -1.09 0.084
H -2.70 -1.89 -1.86 0.074
H -1.57 -3.24 -1.95 0.074
H -1.98 -2.53 -0.39 0.050
```

=====

Result of the stability comparison: <two> is the least stable of them.

=====

<one>
The following is a DFT calculation (ωB97M-V/def2-TZVPD) of a gas-phase ion, C7H12N3 (charge +1).

## Properties
* net charge: +1
* orbital gap: 9.4 eV
* SMILES: CN1C=CC2=[NH+]CCCN21

Geometry as XYZ:
```
22
Properties=species:S:1:pos:R:3:lowdin_charge:R:1
C 0.73 2.10 -0.24 0.008
C 1.88 1.30 -0.19 -0.004
C -0.38 1.35 0.05 -0.084
C -1.80 -0.93 -0.52 -0.142
C -0.43 -1.36 0.02 -0.159
C -2.44 0.16 0.33 -0.147
C 2.61 -1.01 0.21 0.023
N 1.62 0.03 0.07 -0.154
N 0.33 -0.19 0.39 0.053
N -1.68 1.39 0.20 0.064
H 0.72 3.13 -0.51 0.120
H 2.88 1.64 -0.37 0.146
H -1.69 -0.55 -1.54 0.129
H -2.45 -1.80 -0.55 0.127
H -0.54 -1.99 0.90 0.133
H 0.09 -1.94 -0.76 0.127
H -3.46 0.36 -0.01 0.134
H -2.47 -0.15 1.38 0.135
H 2.80 -1.22 1.26 0.114
H 2.27 -1.93 -0.28 0.096
H 3.54 -0.68 -0.26 0.108
H -2.13 2.27 0.40 0.172
```

=====

<two>
The following is a DFT calculation (ωB97M-V/def2-TZVPD) of a gas-phase ion, C7H12N3 (charge +1).

## Properties
* net charge: +1
* orbital gap: 7.7 eV
* SMILES: C=[N+](C)Cc1cc(C)n[nH]1

Geometry as XYZ:
```
22
Properties=species:S:1:pos:R:3:lowdin_charge:R:1
C 1.02 -0.55 0.25 0.036
C 0.25 0.51 0.58 -0.219
C 2.26 0.03 -0.10 -0.361
C -1.16 0.63 1.09 -0.013
C -2.03 0.73 -1.26 0.233
C 3.37 -0.72 -0.73 -0.041
C -2.62 -1.05 0.18 -0.052
N 2.27 1.33 0.03 0.104
N 1.07 1.67 0.49 0.050
N -1.97 0.16 -0.11 -0.149
H 0.80 -1.53 0.34 0.083
H -1.51 -0.01 1.96 0.158
H -1.23 1.60 1.32 0.095
H -2.40 0.13 -2.07 0.128
H -1.65 1.68 -1.39 0.113
H 3.00 -1.72 -1.17 0.105
H 3.76 -0.07 -1.61 0.120
H 4.17 -1.00 -0.05 0.073
H -3.14 -1.62 -0.59 0.107
H -1.88 -1.67 0.84 0.140
H -3.50 -0.98 1.01 0.177
H 1.11 2.45 1.01 0.112
```

=====

<three>
The following is a DFT calculation (ωB97M-V/def2-TZVPD) of a gas-phase ion, C7H12N3 (charge +1).

## Properties
* net charge: +1
* orbital gap: 8.8 eV

Geometry as XYZ:
```
22
Properties=species:S:1:pos:R:3:lowdin_charge:R:1
C 2.92 1.19 0.85 -0.093
C 2.17 0.31 1.35 0.239
C -0.30 0.79 -0.12 -0.048
C 0.32 -0.27 -0.69 -0.062
C -2.80 0.70 0.38 -0.079
C 2.06 -1.95 -0.59 -0.027
C -1.67 1.21 -0.55 -0.203
N 2.98 1.29 -0.61 0.138
N 2.48 0.41 -1.20 0.067
N 1.75 -0.52 -0.56 -0.207
H 3.38 2.03 1.30 0.122
H 1.70 -0.27 2.05 0.094
H 0.20 1.35 0.59 0.079
H -0.14 -0.92 -1.43 0.138
H -2.56 0.59 1.40 0.056
H -3.28 -0.14 -0.08 0.066
H -3.67 1.39 0.50 0.090
H 2.41 -2.30 -1.66 0.140
H 3.00 -2.15 0.07 0.127
H 1.20 -2.65 -0.29 0.132
H -1.83 0.92 -1.55 0.094
H -1.74 2.33 -0.49 0.136
```

=====

Result of the stability comparison: <three> is the least stable of them.

=====

<one>
The following is a DFT calculation (ωB97M-V/def2-TZVPD) of a single C7H8N2O2S3 molecule.

## Properties
* orbital gap (spin up / spin down): 6.8 / 7.8 eV

Geometry as XYZ:
```
22
Properties=species:S:1:pos:R:3:lowdin_charge:R:1
C 1.22 -1.00 1.31 -0.008
C 0.47 1.30 1.63 -0.035
C 0.80 -1.05 -0.01 -0.024
C 0.24 1.37 0.23 -0.051
C 0.96 0.13 2.16 -0.252
C 0.31 0.22 -0.49 -0.254
C 1.22 0.19 3.63 -0.040
N -1.88 -0.71 -3.29 -0.465
N -1.51 0.19 -2.48 -0.129
O 0.55 1.66 -2.75 -0.298
O 0.70 -0.82 -3.01 -0.321
S -3.42 -1.45 -3.54 0.390
S -4.84 -0.67 -2.57 0.092
S 0.15 0.32 -2.32 0.675
H 1.69 -1.90 1.63 0.107
H 0.23 2.16 2.18 0.101
H 0.81 -1.93 -0.49 0.073
H -0.24 2.30 -0.13 0.134
H 1.69 1.25 3.72 0.117
H 0.27 0.31 4.16 0.093
H 1.78 -0.52 4.08 0.033
H -1.19 -1.35 -3.65 0.061
```

=====

<two>
The following is a DFT calculation (ωB97M-V/def2-TZVPD) of 3 unconnected molecules or ions with the total composition C7H8N2O2S3.

## Properties
* orbital gap: 7.4 eV

Geometry as XYZ:
```
22
Properties=species:S:1:pos:R:3:lowdin_charge:R:1
C -2.19 -0.83 -0.44 -0.085
C -2.45 -2.19 -0.55 -0.091
C -0.91 -0.37 -0.18 -0.013
C -1.43 -3.12 -0.40 -0.087
C 0.11 -1.29 -0.04 -0.278
C -0.15 -2.66 -0.15 -0.457
C 2.24 -2.09 0.19 -1.086
N 1.44 -1.02 0.17 0.001
N 2.38 1.45 0.36 0.058
O 4.53 0.94 -1.52 -0.483
O 5.45 1.10 0.71 -0.460
S 1.33 -3.58 0.02 1.046
S 3.90 -1.96 0.24 0.567
S 5.44 0.38 -0.54 0.762
H -2.99 -0.12 -0.56 0.103
H -3.45 -2.53 -0.76 0.102
H -0.70 0.69 -0.10 0.107
H -1.63 -4.18 -0.50 0.108
H 1.82 -0.02 0.27 0.069
H 2.89 1.62 1.22 0.059
H 1.73 2.22 0.22 0.060
H 3.06 1.47 -0.40 -0.003
```

=====

Result of the stability comparison: <one> is the least stable of them.

=====

<one>
The following is a DFT calculation (ωB97M-V/def2-TZVPD) of 2 unconnected molecules or ions with the total composition C2H3BrO.

## Properties
* multiplicity: 3
* expectation value of S²: 2.008
* orbital gap (spin up / spin down): 8.6 / 9.4 eV

Geometry as XYZ:
```
7
Properties=species:S:1:pos:R:3:lowdin_charge:R:1
C -1.19 1.07 0.13 -0.122
C 0.70 -1.00 -0.12 -0.476
O -2.29 0.76 0.27 0.050
Br 2.25 0.08 0.30 0.516
H -0.88 2.09 -0.22 0.071
H 0.51 -1.68 0.74 0.005
H 0.90 -1.32 -1.11 -0.043
```

=====

<two>
The following is a DFT calculation (ωB97M-V/def2-TZVPD) of 2 unconnected molecules or ions with the total composition C2H3BrO.

## Properties
* multiplicity: 3
* expectation value of S²: 2.006
* orbital gap (spin up / spin down): 6.5 / 7.3 eV

Geometry as XYZ:
```
7
Properties=species:S:1:pos:R:3:lowdin_charge:R:1
C -0.69 -0.09 -0.51 -0.115
C 0.41 -0.05 0.42 -0.869
O -0.08 -1.25 0.14 -0.034
Br 2.25 0.27 -0.03 0.664
H -1.55 0.27 -0.02 0.082
H -0.32 0.05 -1.58 0.142
H -0.03 0.79 1.60 0.130
```

=====

Result of the stability comparison: <two> is the least stable of them.